{"formula": "C5H4F2O", "method": "wB97M-V/def2-TZVPD", "spin_multiplicity": 1, "homo_lumo_gap_ev": 9.5704, "smiles": "Cc1cc(F)oc1F", "largest_force_ev_per_a": 5.61, "de_lowest_ev": 1.965, "e_lumo_ev": 0.7485, "species": ["C", "C", "C", "C", "F", "O", "C", "F", "H", "H", "H", "H"], "coordinates": [[-2.35665, 0.26798, -0.93980], [-0.98463, 0.04456, -0.37696], [0.16528, 0.42721, -1.21780], [1.27060, 0.23526, -0.34919], [2.59989, 0.26180, -0.61929], [0.84693, -0.31194, 0.80820], [-0.44834, -0.47697, 0.67883], [-0.85516, -0.55152, 1.92056], [-2.53086, 0.53236, -2.02600], [-2.70733, 1.33977, -0.46126], [-3.04898, -0.50873, -0.29939], [-0.06842, 0.75138, -2.16087]], "forces_ev_per_angstrom": [[-2.71, 1.71, 4.07], [-0.19, 1.10, -5.50], [1.44, -1.39, 5.02], [-1.26, 0.10, -3.19], [-1.72, -0.03, 0.89], [3.82, 0.28, -1.66], [-0.13, 0.52, 3.55], [-2.16, -1.13, 1.31], [0.52, -1.45, 1.17], [0.67, -2.42, -0.90], [1.10, 1.83, -2.55], [0.63, 0.90, -2.20]]}

{"formula": "C3H3N3O2", "method": "wB97M-V/def2-TZVPD", "spin_multiplicity": 1, "homo_lumo_gap_ev": 8.9753, "largest_force_ev_per_a": 7.87, "de_lowest_ev": 6.724, "e_lumo_ev": -0.5444, "species": ["C", "C", "C", "H", "H", "H", "N", "N", "N", "O", "O"], "coordinates": [[-0.65717, 0.10207, -0.31882], [0.13185, -0.03999, 0.84690], [1.54867, -0.00881, 0.81561], [0.76606, -0.52369, -1.84555], [-1.12370, -0.64105, -2.30843], [2.29002, -0.01077, 1.71135], [-0.19804, 0.07327, -1.58533], [-2.04780, 0.25506, 1.45795], [-0.80796, 0.16178, 1.83994], [-1.85216, 0.19975, -0.21236], [1.95023, 0.43238, -0.40126]], "forces_ev_per_angstrom": [[4.73, -1.55, -2.49], [-2.18, 0.76, 1.29], [2.39, 3.94, -4.57], [-3.24, 2.59, 1.66], [3.42, 3.18, 2.82], [-1.44, -0.50, -1.53], [-0.19, -5.46, -5.67], [5.83, -0.10, 0.57], [-4.17, -0.60, -0.92], [-4.98, 0.54, 2.85], [-0.16, -2.80, 5.99]]}

{"formula": "C6H11N2O", "method": "wB97M-V/def2-TZVPD", "total_charge": 1, "spin_multiplicity": 1, "homo_lumo_gap_ev": 9.3931, "smiles": "CC[C@]1(C)[NH+]=CNC1=O", "largest_force_ev_per_a": 7.23, "de_lowest_ev": 1.657, "e_lumo_ev": -5.0976, "species": ["C", "C", "C", "C", "N", "C", "N", "C", "O", "H", "H", "H", "H", "H", "H", "H", "H", "H", "H", "H"], "coordinates": [[-1.24652, -0.91737, -1.57218], [-1.32126, -0.78606, -0.03338], [-0.10095, 0.01455, 0.48478], [-0.23261, 0.29479, 1.96233], [0.05785, 1.30283, -0.22808], [1.32067, 1.47025, -0.60348], [2.09612, 0.40202, -0.40479], [1.55527, -0.64198, 0.20438], [1.93095, -1.69461, 0.53666], [-1.69392, -0.02766, -2.01619], [-1.85906, -1.77812, -1.83420], [-0.21297, -1.15776, -2.07299], [-1.30685, -1.86054, 0.34918], [-2.30697, -0.38106, 0.38466], [-0.32982, -0.59788, 2.53476], [-1.16294, 0.86517, 2.10357], [0.61817, 0.84749, 2.39209], [-0.41258, 2.18170, -0.10686], [1.57085, 2.25303, -1.35439], [3.03659, 0.21119, -0.72588]], "forces_ev_per_angstrom": [[0.33, -0.40, -0.48], [0.73, -1.35, -0.07], [0.89, -1.13, 0.72], [0.02, 1.08, 0.24], [3.11, -0.02, -0.04], [-1.62, -0.61, -1.98], [2.68, 1.23, -1.26], [-6.98, 0.10, 1.91], [1.11, -0.82, -0.02], [0.24, -0.11, -0.39], [-0.14, 0.15, -0.30], [-1.67, 0.68, 1.37], [0.45, 1.50, 0.04], [1.39, -0.16, -0.87], [-0.07, -0.89, 0.24], [0.31, -0.01, 0.19], [-0.30, -0.01, -0.25], [-1.14, -0.01, 0.03], [0.31, -0.19, 1.33], [0.33, 0.98, -0.43]]}

{"formula": "C21H29NO3", "method": "wB97M-V/def2-TZVPD", "spin_multiplicity": 1, "homo_lumo_gap_ev": 3.3729, "largest_force_ev_per_a": 3.82, "de_lowest_ev": 3.707, "e_lumo_ev": -2.2880, "species": ["C", "C", "O", "C", "C", "C", "O", "C", "C", "C", "C", "O", "H", "H", "H", "H", "H", "H", "H", "H", "H", "H", "H", "H", "H", "C", "C", "C", "N", "C", "C", "C", "C", "C", "C", "C", "C", "C", "H", "H", "H", "H", "H", "H", "H", "H", "H", "H", "H", "H", "H", "H", "H", "H"], "coordinates": [[3.93265, -1.04635, 3.00395], [2.92992, 0.07355, 3.17545], [1.59866, -0.40682, 3.17433], [0.75197, 0.44604, 2.50530], [-0.63806, 0.04646, 2.49416], [-1.67596, 0.89580, 2.01737], [-1.46346, 1.99288, 1.51662], [-3.13358, 0.48218, 2.13622], [-3.37373, -0.71587, 3.06432], [-2.34724, -1.81205, 2.78105], [-0.92289, -1.31206, 3.05018], [1.15692, 1.46758, 1.96468], [4.95278, -0.66978, 2.91750], [3.90504, -1.73663, 3.84744], [3.71135, -1.61834, 2.10235], [3.08201, 0.61356, 4.12007], [3.02458, 0.80651, 2.36259], [-3.70305, 1.35309, 2.47678], [-3.51707, 0.25803, 1.13457], [-3.29311, -0.39366, 4.10940], [-4.39304, -1.10652, 2.95211], [-2.56353, -2.71567, 3.36322], [-2.42139, -2.10904, 1.72803], [-0.18485, -2.01073, 2.63323], [-0.72578, -1.28167, 4.12809], [3.71499, 2.08960, -2.76045], [3.68115, 0.59978, -2.37316], [2.53588, 0.31188, -1.39335], [1.24294, 0.77199, -1.94395], [0.06439, 0.09682, -1.67910], [-1.10270, 0.23654, -2.45530], [-1.01988, 0.73537, -3.77558], [-2.15013, 0.93068, -4.52677], [-3.39726, 0.62568, -4.00228], [-3.50482, 0.09436, -2.72407], [-2.38299, -0.11100, -1.95768], [1.23532, 2.21393, -2.29677], [2.34978, 2.56599, -3.28541], [3.99820, 2.68750, -1.88434], [4.49794, 2.27207, -3.51047], [3.55208, -0.01003, -3.27662], [4.64292, 0.28964, -1.94149], [2.46527, -0.75756, -1.16628], [2.69663, 0.82921, -0.44281], [0.01750, -0.48301, -0.77331], [-0.04748, 0.91943, -4.20006], [-2.06673, 1.32798, -5.52552], [-4.28259, 0.80429, -4.59170], [-4.47607, -0.15859, -2.33477], [-2.46582, -0.51703, -0.96448], [0.25060, 2.49339, -2.68407], [1.35575, 2.77128, -1.36169], [2.36433, 3.64928, -3.46980], [2.14789, 2.10403, -4.26050]], "forces_ev_per_angstrom": [[-0.22, -0.33, 0.19], [0.66, 0.49, 0.04], [0.21, -0.13, -0.21], [-2.30, 0.87, -0.87], [0.34, -0.66, -0.16], [0.99, -0.42, 0.35], [-0.26, 1.47, -0.98], [-0.42, -0.63, 0.54], [-0.04, -0.07, -0.10], [0.20, 0.11, 0.11], [-0.10, -0.41, 0.33], [0.84, 0.08, -0.13], [-0.05, 0.16, 0.04], [0.00, -0.07, 0.00], [-0.03, -0.03, -0.07], [0.15, -0.08, -0.14], [0.09, -0.19, 0.33], [0.19, -0.01, -0.07], [0.08, -0.03, -0.09], [0.13, -0.02, -0.06], [0.08, 0.08, -0.05], [0.07, 0.12, 0.01], [-0.06, 0.05, -0.10], [-0.23, -0.17, 0.18], [-0.16, -0.35, 0.16], [0.12, 0.01, -0.01], [-0.20, 0.21, -0.32], [-0.02, -0.19, 0.63], [-2.71, -1.34, 0.92], [3.19, 2.08, -0.24], [-1.18, 0.56, -0.89], [0.12, -0.28, 0.42], [-0.03, 0.11, -0.21], [0.05, 0.00, 0.23], [-0.22, 0.02, -0.23], [0.98, 0.06, 0.13], [-0.17, 0.37, -0.74], [0.18, -0.16, 0.02], [-0.12, -0.10, -0.05], [-0.24, -0.11, 0.14], [-0.08, 0.07, 0.08], [-0.37, 0.10, 0.11], [-0.07, 0.22, -0.14], [0.00, 0.10, 0.03], [0.43, -0.78, 0.18], [0.14, 0.06, -0.12], [0.01, 0.00, -0.14], [-0.12, -0.04, -0.06], [-0.13, -0.03, 0.13], [-0.02, -0.03, 0.31], [0.29, -0.16, 0.13], [0.15, -0.25, 0.11], [-0.08, -0.25, 0.22], [-0.02, -0.07, 0.12]]}

{"formula": "CH3PS", "method": "wB97M-V/def2-TZVPD", "spin_multiplicity": 1, "homo_lumo_gap_ev": [8.5954, 7.3619], "largest_force_ev_per_a": 4.59, "de_lowest_ev": 3.326, "e_lumo_ev": [-0.8505, -0.5798], "species": ["C", "P", "S", "H", "H", "H"], "coordinates": [[0.15149, 0.78520, -0.02901], [-0.10810, -0.57447, 1.16893], [-1.55500, -0.15113, -0.18388], [-0.08511, 1.91557, 0.10238], [0.76472, 0.52942, -0.79157], [0.83200, -2.50459, -0.26686]], "forces_ev_per_angstrom": [[-3.82, 1.56, 2.01], [0.71, -0.49, -0.12], [0.79, 0.87, -0.33], [0.75, -2.26, 0.21], [1.80, -0.49, -2.43], [-0.23, 0.82, 0.66]]}

{"formula": "C22H33CrN2O5", "method": "wB97M-V/def2-TZVPD", "total_charge": 2, "spin_multiplicity": 2, "homo_lumo_gap_ev": [7.0598, 7.5998], "largest_force_ev_per_a": 3.45, "e_lumo_ev": [-8.0907, -7.5433], "species": ["Cr", "C", "C", "C", "C", "C", "C", "C", "C", "C", "C", "H", "H", "H", "H", "H", "H", "H", "H", "H", "H", "H", "H", "H", "H", "O", "C", "O", "C", "C", "C", "C", "C", "O", "C", "C", "O", "O", "H", "H", "H", "H", "H", "H", "H", "H", "N", "C", "C", "N", "C", "C", "H", "H", "H", "H", "H", "H", "H", "H", "H", "H", "H"], "coordinates": [[0.01524, 0.06630, 0.05379], [3.56584, 1.78694, -2.75254], [2.08360, 1.75990, -2.38026], [1.40438, 0.53900, -3.03412], [1.83478, 1.77341, -0.88480], [2.83434, 1.48192, 0.05067], [2.63814, 1.68328, 1.40815], [1.40717, 2.10940, 1.90944], [1.24317, 2.42502, 3.35663], [0.35762, 2.31492, 0.99762], [0.58116, 2.20248, -0.38964], [3.67222, 1.90307, -3.82943], [4.05539, 0.85863, -2.47412], [4.07637, 2.62373, -2.28357], [1.62575, 2.66695, -2.79365], [1.34057, -0.30153, -2.33869], [1.99053, 0.20953, -3.88799], [0.40831, 0.78226, -3.39720], [3.81198, 1.17491, -0.28346], [3.46825, 1.54063, 2.08536], [1.52771, 3.46632, 3.52553], [1.88866, 1.80505, 3.97505], [0.21126, 2.31385, 3.68098], [-0.55265, 2.78649, 1.35741], [-0.11364, 2.68363, -1.07734], [-1.07495, -3.54412, -0.53358], [-0.27419, -2.75950, -0.09639], [0.09426, -1.67529, -0.69935], [0.36331, -2.91498, 1.30499], [1.66650, -2.09815, 1.39785], [2.41731, -2.44130, 2.68647], [1.49211, -1.80588, 3.74151], [0.44381, -1.11570, 2.85385], [1.18022, -0.77238, 1.66650], [-0.53100, -2.19171, 2.34479], [-1.77389, -1.53894, 1.69462], [-2.88149, -2.00235, 1.79067], [-1.51867, -0.44207, 1.05750], [0.48711, -3.97652, 1.52333], [2.27403, -2.10156, 0.49128], [2.54293, -3.51345, 2.81851], [3.40291, -1.97617, 2.69305], [1.02974, -2.55001, 4.38373], [2.02071, -1.08908, 4.36463], [-0.03229, -0.22922, 3.27275], [-0.89918, -2.85961, 3.12364], [-4.53744, -0.21870, -2.14394], [-3.44443, -0.93200, -2.85432], [-2.23804, -1.00394, -1.92159], [-1.75392, 0.32336, -1.52408], [-2.84509, 1.09272, -0.92175], [-4.10282, 1.15666, -1.79367], [-4.74723, -0.73346, -1.27583], [-5.39399, -0.20031, -2.71162], [-3.21082, -0.38884, -3.77179], [-3.76007, -1.94485, -3.11360], [-1.43558, -1.55503, -2.41537], [-2.51002, -1.56326, -1.02071], [-1.42860, 0.79998, -2.36642], [-2.50626, 2.11109, -0.72050], [-3.08540, 0.62382, 0.03715], [-3.91313, 1.70672, -2.71614], [-4.89260, 1.66793, -1.23999]], "forces_ev_per_angstrom": [[-1.96, -2.84, 0.13], [-0.20, 0.15, 0.08], [0.08, -0.12, -0.23], [0.07, 0.15, 0.13], [-0.36, 0.06, 0.01], [-0.10, 0.03, 0.27], [-0.23, 0.14, -0.03], [0.18, -0.11, -0.20], [-0.05, 0.04, 0.09], [0.18, 0.29, -0.08], [0.44, 0.60, -0.03], [-0.05, -0.02, -0.02], [0.15, -0.14, 0.04], [0.13, 0.04, 0.08], [0.02, -0.06, 0.14], [0.03, -0.13, -0.10], [-0.07, -0.08, -0.10], [-0.14, -0.05, -0.04], [0.10, -0.06, -0.12], [0.02, -0.06, 0.08], [0.00, 0.00, 0.05], [0.00, -0.02, 0.04], [-0.06, 0.00, 0.05], [-0.07, -0.25, -0.05], [-0.05, -0.37, 0.04], [0.20, 0.19, -0.17], [-0.18, -2.06, 1.62], [0.91, 3.07, -0.90], [-0.02, 0.01, -0.85], [0.72, -1.30, -0.25], [-0.01, 0.14, -0.18], [-0.01, 0.32, -0.08], [-0.75, -0.38, 1.18], [0.14, 0.92, -0.80], [-0.75, 0.42, 0.01], [0.35, -2.01, 1.70], [0.10, 0.29, -0.24], [0.96, 2.61, -1.56], [0.00, 0.15, -0.04], [-0.12, 0.06, 0.14], [0.00, 0.00, -0.07], [-0.04, -0.05, -0.05], [-0.06, 0.07, 0.09], [0.01, 0.01, 0.05], [0.11, -0.05, -0.07], [0.15, 0.09, -0.05], [-0.52, -0.18, 0.03], [0.74, -0.49, -0.05], [-0.15, -0.37, -0.32], [0.74, 0.28, 0.19], [-0.41, 0.13, 0.09], [0.37, 0.78, 0.42], [-0.11, 0.07, -0.21], [0.15, -0.01, 0.19], [-0.18, 0.05, 0.03], [-0.12, 0.16, 0.05], [-0.21, 0.06, 0.11], [0.10, 0.02, -0.09], [0.06, 0.02, 0.17], [-0.11, -0.03, -0.02], [0.05, 0.08, -0.12], [-0.13, -0.15, -0.09], [-0.04, -0.14, -0.13]]}

| no. | energy (eV) |
| --- | --- |
| 1 | -12729.1943 |
| 2 | -11719.2334 |
| 3 | -11420.5099 |
| 4 | -29877.7287 |
| 5 | -21205.6178 |
| 6 | -64974.1557 |